Below is one molecule with the formula C4H12N2S at a distorted geometry, with properties calculated with the ωB97M-V functional and the def2-TZVPD basis.

Structure (XYZ):
```
19
Properties=species:S:1:pos:R:3:forces:R:3:lowdin_charge:R:1
N 1.044 -1.509 0.440 -0.375 1.659 0.388 0.0515
C 0.154 -0.755 -0.512 1.090 -1.805 1.464 -0.5070
C -1.157 -1.489 -0.737 -0.257 -1.620 -2.238 -0.4169
S -0.876 -3.081 -1.883 -0.043 0.876 0.959 0.6133
C -0.173 0.600 -0.004 2.102 2.349 -0.411 -0.2189
N 1.088 1.461 0.295 -1.011 1.821 -0.635 -0.1056
C 0.841 2.530 1.417 -3.310 -1.844 -0.796 -0.1241
H 0.527 -2.323 0.579 -0.481 -2.415 0.103 0.0090
H 0.927 -1.117 1.382 0.477 0.489 -0.375 0.0704
H 0.734 -0.787 -1.423 -0.219 0.560 -0.598 0.1170
H -1.759 -1.871 0.149 0.758 1.052 -1.159 0.0989
H -1.651 -0.912 -1.541 -0.689 -0.048 1.134 0.0580
H -1.734 -2.756 -2.875 0.148 0.098 0.386 -0.1781
H -0.683 0.508 0.935 -0.713 0.080 0.388 0.1021
H -0.749 1.081 -0.804 -0.409 0.210 0.582 0.1148
H 1.273 2.019 -0.616 -0.249 -1.249 2.098 0.1182
H 0.117 3.372 1.108 0.678 -1.389 0.328 0.0806
H 1.690 3.047 1.747 1.718 0.205 0.127 0.0230
H 0.388 1.980 2.343 0.785 0.971 -1.744 0.0940
```
Forces are in eV/Å.

Calculated values
Net charge: 0
Energy above the lowest of the compared OMol25 structures with the same formula, charge and spin in kcal per mole: 43.4
Largest force on an atom in eV/Å: 3.9
LUMO level in eV: 0.80

***

Below is a 3-piece molecular cluster, C3H10O2 overall at a distorted geometry, with properties calculated with the ωB97M-V functional and the def2-TZVPD basis.

Structure (XYZ):
```
15
Properties=species:S:1:pos:R:3:forces:R:3:lowdin_charge:R:1
C -1.665 0.628 -0.159 -0.225 -0.594 0.033 -0.2026
C -0.603 1.431 0.536 -0.169 -0.433 -0.537 -0.3024
C 0.580 1.681 -0.015 -0.005 0.445 0.714 -0.1200
H -2.017 1.094 -1.076 -0.109 0.184 0.018 0.0606
H -1.299 -0.358 -0.460 0.284 0.041 0.000 0.0293
H -2.514 0.390 0.487 -0.065 0.338 -0.001 0.0524
H -0.825 1.720 1.555 0.168 0.179 0.047 0.0746
H 1.298 2.249 0.569 0.163 -0.082 -0.190 0.0213
H 0.863 1.357 -1.006 -0.056 -0.082 -0.038 0.0423
H 1.153 -0.725 1.521 0.447 0.030 -0.068 -0.0386
H 1.753 -2.124 1.117 0.549 0.104 0.007 -0.0310
O 0.946 -1.656 1.351 -1.076 -0.115 0.029 -0.2850
H 0.557 -2.358 -2.080 0.025 -0.014 0.120 -0.0187
H 0.664 -1.601 -0.740 0.268 -0.177 -0.007 -0.0475
O 1.110 -1.727 -1.599 -0.198 0.175 -0.126 -0.2347
```
Forces are in eV/Å.

Calculated values
Net charge: -1
Energy above the lowest of the compared OMol25 structures with the same formula, charge and spin in kcal per mole: 14.5
Largest force on an atom in eV/Å: 1.1
LUMO level (alpha / beta) in eV: 4.24 / 4.06
Multiplicity: 2

***

Below is a 3-piece molecular cluster, C4H16NO2 overall at a distorted geometry, with properties calculated with the ωB97M-V functional and the def2-TZVPD basis.

Structure (XYZ):
```
23
Properties=species:S:1:pos:R:3:forces:R:3:lowdin_charge:R:1
C 1.568 0.490 0.787 1.459 -1.251 0.590 -0.0445
C 0.663 0.679 -0.434 0.337 -0.542 0.141 -0.3532
C 0.907 0.104 -1.839 2.660 -1.737 -1.298 -0.2273
C 0.334 0.923 -3.048 -2.795 -2.257 1.059 -0.0931
N -0.558 0.000 0.086 -3.566 2.466 1.029 0.1488
H 2.489 1.072 0.847 -0.090 0.060 -0.646 0.0881
H 1.903 -0.599 0.975 -0.738 1.515 -0.461 0.1215
H 1.011 0.828 1.674 0.032 -0.234 -0.232 0.0741
H 0.518 1.753 -0.587 -0.555 -0.168 0.338 0.1519
H 2.033 0.056 -2.020 -1.258 0.122 0.479 0.1309
H 0.640 -1.032 -1.993 0.135 2.092 0.858 0.1410
H 1.059 1.548 -3.529 0.116 0.409 -0.146 0.0616
H -0.090 0.112 -3.756 0.833 1.703 0.689 0.1013
H -0.590 1.472 -2.657 1.261 -0.235 -0.884 0.0884
H -1.245 -0.176 -0.627 -0.285 0.053 -0.865 0.1466
H -0.402 -0.921 0.460 0.522 -0.668 0.687 0.0939
H -1.165 0.608 0.840 1.951 -1.502 -1.087 0.1738
H -1.375 -3.492 1.375 -1.376 -1.070 0.396 0.0424
H -0.079 -3.357 0.712 2.995 -2.358 -2.316 -0.0035
O -0.674 -2.904 1.203 -1.535 3.590 1.794 0.0252
H -1.877 0.480 3.068 1.599 1.629 -1.685 0.1421
H -2.278 1.810 2.587 0.261 0.684 -0.408 0.0697
O -1.511 1.236 2.451 -1.963 -2.300 1.969 -0.0795
```
Forces are in eV/Å.

Calculated values
Net charge: +1
Energy above the lowest of the compared OMol25 structures with the same formula, charge and spin in kcal per mole: 37.2
Largest force on an atom in eV/Å: 4.5
LUMO level in eV: -3.03

***

Below is one molecule with the formula C19H22FN3O5S, with properties calculated with the ωB97M-V functional and the def2-TZVPD basis.

Structure (XYZ):
```
51
Properties=species:S:1:pos:R:3:forces:R:3:lowdin_charge:R:1
C -3.075 -1.936 -2.914 -0.044 -0.025 -0.072 -0.1086
H -4.003 -1.650 -2.423 -0.025 0.034 -0.096 0.0937
O -2.137 -2.188 -1.892 -0.051 0.051 0.298 -0.2171
C -0.860 -2.565 -2.366 0.415 0.260 -0.052 -0.1684
C 0.088 -1.372 -2.548 -0.158 -0.515 -0.399 -0.1212
H -0.434 -0.516 -2.980 0.039 -0.074 0.011 0.1304
H 0.937 -1.656 -3.178 -0.193 0.089 0.055 0.1273
O 0.576 -0.956 -1.280 -0.068 0.154 0.282 -0.0335
C 1.858 -1.306 -0.950 0.057 -0.136 -0.270 -0.4033
O 2.613 -1.786 -1.757 -0.068 0.061 0.089 0.1225
C 2.148 -1.047 0.456 -0.154 0.105 0.398 -0.0982
C 1.184 -0.832 1.427 0.257 -0.065 0.168 -0.4076
N -0.172 -0.780 1.249 -0.060 -0.084 -0.231 0.1206
C -1.046 -0.651 2.282 -0.287 0.005 -0.249 -0.4706
O -0.678 -0.575 3.435 -0.323 0.037 0.172 0.0058
C -2.509 -0.634 1.841 -0.126 0.181 0.073 -0.0939
N -2.726 -0.179 0.496 -0.058 -0.503 0.009 0.0189
C -2.389 1.097 0.092 -0.056 0.457 -0.146 -0.2638
C -1.988 2.085 0.991 0.006 -0.056 0.063 0.0592
C -1.721 3.355 0.521 -0.029 -0.043 -0.286 -0.2250
C -1.820 3.716 -0.816 0.064 0.114 0.227 -0.2242
C -2.211 2.715 -1.696 0.059 -0.051 0.224 -0.0371
C -2.490 1.437 -1.259 0.011 -0.133 -0.024 -0.0273
H -2.802 0.683 -1.964 -0.072 -0.120 -0.112 0.0895
H -2.301 2.948 -2.747 -0.010 0.037 -0.104 0.1131
C -1.519 5.114 -1.260 0.018 0.010 0.166 -0.0389
H -1.613 5.204 -2.338 0.002 0.024 -0.059 0.0752
H -2.205 5.816 -0.786 0.010 0.113 -0.037 0.0846
H -0.508 5.397 -0.967 0.037 0.098 -0.045 0.0841
F -1.337 4.291 1.420 -0.060 -0.109 -0.165 0.0696
H -1.875 1.893 2.045 0.010 -0.005 0.168 0.1208
H -2.723 -0.881 -0.231 0.002 -0.001 0.019 0.1030
H -2.894 -1.653 1.933 0.028 0.095 0.025 0.1405
H -3.066 -0.010 2.548 0.129 -0.129 0.028 0.1331
H -0.501 -0.824 0.289 0.037 0.106 0.242 0.1290
S 1.844 -0.678 2.999 0.633 -0.085 -0.324 1.1953
C 3.466 -0.880 2.366 -0.589 -0.019 -0.504 -0.3546
C 3.469 -1.077 1.010 0.015 0.046 0.366 -0.2168
C 4.681 -1.292 0.178 0.309 -0.051 -0.006 -0.0137
H 5.574 -1.207 0.788 -0.028 0.006 -0.082 0.0683
H 4.641 -2.280 -0.278 0.038 -0.013 -0.075 0.0930
H 4.711 -0.566 -0.632 0.020 0.000 -0.101 0.0941
C 4.625 -0.836 3.275 0.038 0.004 0.009 -0.5578
O 5.776 -0.991 2.915 0.212 -0.026 -0.019 0.0490
N 4.323 -0.607 4.577 -0.010 0.069 0.453 0.1427
H 3.386 -0.463 4.908 0.079 0.014 0.065 0.0567
H 5.084 -0.564 5.234 -0.037 -0.006 -0.049 0.1129
H -0.950 -3.112 -3.311 -0.013 0.000 0.029 0.1289
H -0.436 -3.237 -1.612 0.025 0.022 -0.154 0.1395
H -2.749 -1.129 -3.579 -0.025 0.023 0.003 0.0872
H -3.248 -2.836 -3.514 -0.005 0.033 0.020 0.0930
```
Forces are in eV/Å.

Calculated values
Net charge: 0
Energy above the lowest of the compared OMol25 structures with the same formula, charge and spin in kcal per mole: 0.8
Largest force on an atom in eV/Å: 0.8
LUMO level in eV: 0.35

***

Below is C4H5N2O4 as an isolated structure at a distorted geometry, with properties calculated with the ωB97M-V functional and the def2-TZVPD basis.

Structure (XYZ):
```
15
Properties=species:S:1:pos:R:3:forces:R:3:lowdin_charge:R:1
C -4.581 0.744 0.054 0.607 0.630 -1.145 -0.3752
C -2.657 -0.448 0.856 0.344 0.539 1.081 -0.6529
C 0.285 -0.294 -0.428 0.116 3.032 -1.132 -0.0913
C -0.405 0.186 0.907 1.057 -1.618 -0.083 -0.2713
N -3.910 0.225 0.928 -0.337 -0.447 -0.164 0.1938
N -3.646 -0.774 -1.603 1.310 -0.631 1.251 -0.0029
O -5.268 1.490 -0.563 -0.013 -0.724 0.727 0.0719
O -2.346 -1.367 1.601 -0.643 -0.229 -0.205 -0.0139
O -2.756 -1.238 -0.873 -1.701 0.881 -1.332 -0.2059
O -1.700 0.548 0.557 -1.121 0.135 -0.106 -0.0976
H -0.011 0.584 -1.174 0.890 -1.953 1.112 0.1078
H 1.371 -0.442 -0.460 0.138 0.730 0.609 0.0418
H -0.003 -1.223 -0.890 -1.232 -0.339 0.354 0.0434
H 0.043 1.140 1.385 -0.187 -1.852 -0.720 0.1330
H -0.538 -0.755 1.560 0.771 1.846 -0.247 0.1194
```
Forces are in eV/Å.

Calculated values
Net charge: -1
Energy above the lowest of the compared OMol25 structures with the same formula, charge and spin in kcal per mole: 96.2
Largest force on an atom in eV/Å: 3.2
LUMO level (alpha / beta) in eV: 3.90 / 3.90

***

Below is a 2-piece molecular cluster, C6H12N overall at a distorted geometry, with properties calculated with the ωB97M-V functional and the def2-TZVPD basis.

Structure (XYZ):
```
19
Properties=species:S:1:pos:R:3:forces:R:3:lowdin_charge:R:1
C 1.512 1.423 -3.682 -2.299 -1.272 3.163 0.2364
C 0.608 -0.842 2.516 -1.248 2.292 1.461 0.2459
C -0.177 -0.687 1.407 0.294 -3.007 -0.613 -0.3151
C 0.465 -0.188 0.156 0.363 1.333 -0.018 -0.0760
C -2.515 -0.161 0.876 -0.358 -1.221 -1.160 -0.0141
C -1.547 -1.021 1.574 0.847 2.427 1.571 0.1110
N 1.600 1.022 -2.382 1.473 3.336 -4.610 0.2980
H 0.864 0.765 -4.256 0.400 -0.420 -1.154 0.1521
H 2.585 1.469 -2.581 0.965 -1.571 2.172 0.1810
H 1.378 -0.091 2.682 0.891 -0.607 -0.633 0.1218
H 0.261 -1.123 3.506 -0.298 -1.032 -0.276 0.1154
H 1.547 -0.344 0.218 -0.220 -0.117 0.031 0.0913
H 0.140 -0.543 -0.828 -0.426 -0.267 0.590 0.0822
H -3.508 -0.602 0.837 -0.136 0.096 0.218 0.1096
H -2.590 0.835 1.335 0.148 -0.208 0.272 0.1430
H -1.824 -1.539 2.510 -0.010 -0.217 -0.761 0.1587
H 1.920 2.377 -4.057 -0.351 0.091 0.062 0.1679
H -2.176 -0.019 -0.157 -0.088 0.199 0.140 0.0953
H 0.326 0.896 0.197 0.052 0.165 -0.455 0.0957
```
Forces are in eV/Å.

Calculated values
Net charge: +2
Energy above the lowest of the compared OMol25 structures with the same formula, charge and spin in kcal per mole: 105.6
Largest force on an atom in eV/Å: 5.9
LUMO level (alpha / beta) in eV: -10.32 / -13.21
Multiplicity: 2

***

What is the formula in the third record? C4H16NO2

***

What is the formula in the third record? C4H16NO2

***

Which of these has the highest largest force on an atom? C6H12N

***

Which formula does entry 6 have? C6H12N